Below is a structure of composition H2LiO, with properties calculated with ωB97M-V/def2-TZVPD.

The calculation puts the HOMO-LUMO gap at 0.528 hartree. As for the energy relative to the best compared isomer or geometry (same formula, charge and spin): 13.0 kcal/mol. The net charge is +1. As for the max |F|: 5.08 eV/A. The value obtained for the total energy is -2278.77065 eV.

The geometry in XYZ format:
```
4
Properties=species:S:1:pos:R:3:forces:R:3:lowdin_charge:R:1
O 0.049025 0.110345 0.037847 -0.9 2.6 4.3 -0.08
H -0.793295 0.573024 0.249227 0.7 -0.2 -0.1 0.12
H 0.545475 0.098535 0.887357 -0.3 0.1 -0.6 0.12
Li 0.198795 -0.781905 -1.174432 0.6 -2.6 -3.6 0.84
```
Positions in Å, forces in eV/Å.

Below is a structure of composition H2LiO, with properties calculated with ωB97M-V/def2-TZVPD.

The calculation puts the HOMO-LUMO gap at 0.403 hartree. As for the energy relative to the best compared isomer or geometry (same formula, charge and spin): 17.0 kcal/mol. The net charge is +1. As for the max |F|: 0.97 eV/A. The value obtained for the total energy is -2278.59560 eV.

The geometry in XYZ format:
```
4
Properties=species:S:1:pos:R:3:forces:R:3:lowdin_charge:R:1
O 1.917779 -0.730390 0.193110 0.6 0.3 0.1 -0.10
H 2.387929 -1.303739 0.840020 -0.5 0.5 -0.6 0.07
H 2.622679 -0.163250 -0.193820 -0.6 -0.6 0.4 0.07
Li -0.746020 0.279130 -0.074430 0.5 -0.3 0.1 0.96
```
Positions in Å, forces in eV/Å.

Below is a structure of composition H2LiO, with properties calculated with ωB97M-V/def2-TZVPD.

The calculation puts the HOMO-LUMO gap at 0.471 hartree. As for the energy relative to the best compared isomer or geometry (same formula, charge and spin): 3.4 kcal/mol. The net charge is +1. As for the max |F|: 0.88 eV/A. The value obtained for the total energy is -2279.18609 eV.

The geometry in XYZ format:
```
4
Properties=species:S:1:pos:R:3:forces:R:3:lowdin_charge:R:1
O 0.238872 0.132278 0.078083 -0.1 -0.4 0.6 -0.11
H 0.775012 -0.576262 0.500902 -0.4 0.7 -0.4 0.09
H 0.207922 0.852807 0.747512 0.0 -0.6 -0.7 0.09
Li -1.221807 -0.408822 -1.326497 0.5 0.3 0.5 0.93
```
Positions in Å, forces in eV/Å.

Below is an isolated molecule of H2N2, with properties calculated with ωB97M-V/def2-TZVPD.

As for the SMILES: [H]/N=N\[H]. The calculation puts the HOMO-LUMO gap at 0.387 hartree. As for the energy relative to the best compared isomer or geometry (same formula, charge and spin): 0.5 kcal/mol. The net charge is 0. As for the max |F|: 0.86 eV/A. The value obtained for the total energy is -3010.69432 eV.

The geometry in XYZ format:
```
4
Properties=species:S:1:pos:R:3:forces:R:3:lowdin_charge:R:1
H 0.915791 -0.110428 -0.591319 0.5 -0.4 0.0 0.03
N -0.014288 0.280703 -0.724253 -0.5 0.7 -0.1 -0.04
N -0.706038 0.185891 0.292180 0.3 -0.6 0.1 -0.04
H -0.195466 -0.356166 1.023392 -0.3 0.4 0.1 0.05
```
Positions in Å, forces in eV/Å.

Below is an isolated molecule of H2N2O2S, with properties calculated with ωB97M-V/def2-TZVPD.

The calculation puts the HOMO-LUMO gap at 0.365 hartree. As for the energy relative to the best compared isomer or geometry (same formula, charge and spin): 50.6 kcal/mol. The net charge is 0. As for the max |F|: 4.96 eV/A. The value obtained for the total energy is -17938.37724 eV.

The geometry in XYZ format:
```
7
Properties=species:S:1:pos:R:3:forces:R:3:lowdin_charge:R:1
N 0.384024 -0.548285 0.026339 -2.3 -1.4 1.7 -0.24
N -0.602724 -0.143848 0.648233 1.0 1.5 -1.0 -0.11
O 1.451242 0.127239 -2.048421 -0.3 -0.3 -3.6 -0.53
O -1.449180 -1.122637 1.128478 2.1 -1.1 -0.9 0.00
S 1.555549 0.469967 -0.689124 -0.1 2.7 4.1 0.78
H 0.913209 1.874595 -0.361969 0.5 -2.2 -0.7 0.03
H -2.252120 -0.657031 1.296464 -0.9 0.8 0.4 0.08
```
Positions in Å, forces in eV/Å.

Below is an isolated molecule of H2N2O2S2, with properties calculated with ωB97M-V/def2-TZVPD.

As for the SMILES: NSN=S(=O)=O. The calculation puts the HOMO-LUMO gap (alpha / beta) at 0.253 / 0.265 hartree. As for the energy relative to the best compared isomer or geometry (same formula, charge and spin): 18.6 kcal/mol. The net charge is 0. As for the max |F|: 1.56 eV/A. The value obtained for the total energy is -28774.95978 eV.

The geometry in XYZ format:
```
8
Properties=species:S:1:pos:R:3:forces:R:3:lowdin_charge:R:1
N 2.053064 -0.125638 0.136391 -0.5 -0.7 0.3 -0.26
S 0.593049 -0.938695 0.386032 1.1 0.7 -0.5 0.93
N -0.429701 0.134913 0.611713 0.7 0.2 0.8 -0.58
S -1.894568 0.389835 -0.402509 -1.4 -0.4 -0.6 0.67
O -2.804444 1.196984 0.368684 0.3 0.0 -0.1 -0.40
O -2.362763 -0.923141 -0.805430 0.1 0.3 0.0 -0.43
H 2.039652 0.875465 0.027867 -0.2 0.1 0.1 0.05
H 2.805712 -0.609725 -0.322749 0.0 -0.2 -0.1 0.04
```
Positions in Å, forces in eV/Å.

Below is a cluster of 2 separate species, H2N2O3 in total, with properties calculated with ωB97M-V/def2-TZVPD.

As for the SMILES: N#[N+][O-].OO. The calculation puts the HOMO-LUMO gap at 0.415 hartree. As for the energy relative to the best compared isomer or geometry (same formula, charge and spin): 1.1 kcal/mol. The net charge is 0. As for the max |F|: 2.58 eV/A. The value obtained for the total energy is -9150.19007 eV.

The geometry in XYZ format:
```
7
Properties=species:S:1:pos:R:3:forces:R:3:lowdin_charge:R:1
N 2.168035 -1.563019 -0.008143 0.6 -1.3 -0.3 0.24
N 2.085274 -0.460875 -0.070405 -0.6 -1.2 0.6 -0.32
O 1.864319 0.674021 -0.038735 0.1 2.6 -0.3 0.09
O -2.230835 0.499155 0.151722 0.2 0.2 -0.9 -0.06
O -0.899987 0.048488 -0.189213 -0.1 0.9 -0.8 -0.11
H -2.301247 0.021895 0.957223 -0.5 -0.6 1.3 0.06
H -0.685562 0.780335 -0.802447 0.2 -0.6 0.4 0.09
```
Positions in Å, forces in eV/Å.

Below is an isolated molecule of H2N2O3S, with properties calculated with ωB97M-V/def2-TZVPD.

The calculation puts the HOMO-LUMO gap at 0.374 hartree. As for the energy relative to the best compared isomer or geometry (same formula, charge and spin): 34.9 kcal/mol. The net charge is 0. As for the max |F|: 2.53 eV/A. The value obtained for the total energy is -19986.37658 eV.

The geometry in XYZ format:
```
8
Properties=species:S:1:pos:R:3:forces:R:3:lowdin_charge:R:1
N -0.068512 0.275937 -0.067163 -1.0 -1.1 -1.2 -0.20
N -2.594271 -0.482455 0.039492 -1.1 -0.9 -0.8 -0.53
O -2.150224 -1.402849 0.681859 0.0 0.3 0.3 0.03
O -1.767793 1.930699 0.747853 -0.2 0.5 0.7 -0.43
O -3.659576 -0.463480 -0.555192 0.5 0.1 0.6 0.01
S -1.549049 1.039778 -0.350783 1.6 -0.4 -0.6 0.94
H -0.119187 -0.074281 0.913471 0.4 -0.1 -1.0 0.07
H 0.031524 -0.511996 -0.812070 0.0 1.6 2.0 0.11
```
Positions in Å, forces in eV/Å.

Below is a cluster of 2 separate species, H2N2O3S in total, with properties calculated with ωB97M-V/def2-TZVPD.

The calculation puts the HOMO-LUMO gap (alpha / beta) at 0.272 / 0.273 hartree. As for the energy relative to the best compared isomer or geometry (same formula, charge and spin): 129.0 kcal/mol. The net charge is 0. As for the max |F|: 5.71 eV/A. The value obtained for the total energy is -19982.29369 eV.

The geometry in XYZ format:
```
8
Properties=species:S:1:pos:R:3:forces:R:3:lowdin_charge:R:1
N 1.241612 0.366322 0.180909 -1.1 0.2 0.1 0.08
N 0.116944 0.349830 -0.402165 2.7 -1.0 -4.9 -0.20
O 0.379816 -0.396289 -2.168101 -0.3 1.5 3.8 -0.26
O -2.512687 -0.288975 -0.439301 0.2 0.0 -0.1 -0.33
O -1.241863 -0.169109 1.673576 -0.1 -0.5 -0.3 -0.39
S -1.313175 -0.567661 0.280032 -1.3 -0.1 1.7 0.81
H 2.061863 -0.067387 -0.241786 -0.2 0.2 -0.2 0.15
H 1.267491 0.773269 1.116836 0.1 -0.3 0.0 0.15
```
Positions in Å, forces in eV/Å.

Below is a cluster of 2 separate species, H2N2O3S in total, with properties calculated with ωB97M-V/def2-TZVPD.

The calculation puts the HOMO-LUMO gap (alpha / beta) at 0.336 / 0.263 hartree. As for the energy relative to the best compared isomer or geometry (same formula, charge and spin): 107.4 kcal/mol. The net charge is 0. As for the max |F|: 3.02 eV/A. The value obtained for the total energy is -19983.23366 eV.

The geometry in XYZ format:
```
8
Properties=species:S:1:pos:R:3:forces:R:3:lowdin_charge:R:1
N 1.265863 -0.013906 -0.307113 0.9 -1.6 0.5 -0.26
N -1.022459 -0.241990 -0.219463 0.6 0.0 -0.5 -0.43
O 1.830457 -1.108426 -0.136316 -1.0 2.6 -0.3 0.03
O 1.527580 1.096862 0.031858 0.6 -1.0 -0.3 0.03
O -0.925960 -0.988351 0.897668 -0.6 0.5 1.1 -0.14
S -1.310934 1.383360 0.128211 -0.9 -1.0 2.6 0.85
H -0.277690 -1.665944 0.698845 0.2 -0.6 -0.4 0.08
H -1.086857 1.538396 -1.093690 0.3 1.1 -2.8 -0.16
```
Positions in Å, forces in eV/Å.